Record 1
{
  "formula": "C20H24FN3O",
  "method": "ωB97M-V with the def2-TZVPD basis set",
  "lumo_ev": 0.66,
  "homo_lumo_gap_ev": 8.67,
  "homo_ev": -8.0,
  "smiles": "Cc1ccc(NC(=O)N2CCCN(Cc3ccc(F)cc3)C2)cc1C",
  "fmax_ev_per_a": 0.450,
  "elements": ["F", "O", "N", "N", "N", "C", "C", "C", "C", "C", "C", "C", "C", "C", "C", "C", "C", "C", "C", "C", "C", "C", "C", "C", "C", "H", "H", "H", "H", "H", "H", "H", "H", "H", "H", "H", "H", "H", "H", "H", "H", "H", "H", "H", "H", "H", "H", "H", "H"],
  "coordinates": [[4.49, -3.65, -1.24], [-2.13, 2.83, -0.93], [-1.29, 1.08, 0.30], [-0.21, 3.13, 0.24], [1.66, 1.70, 0.47], [-2.27, 0.10, 0.12], [1.44, 3.11, -1.52], [4.02, -2.54, -0.63], [2.52, 0.93, 1.35], [-2.43, -3.66, 0.61], [-4.14, -1.97, -0.15], [0.41, 3.96, -0.78], [2.28, -0.96, -0.30], [-4.47, -0.65, -0.44], [3.06, -0.28, 0.63], [-2.84, -2.25, 0.29], [-1.93, -1.22, 0.42], [-1.28, 2.36, -0.19], [-3.56, 0.38, -0.31], [2.40, 2.44, -0.54], [2.75, -2.09, -0.94], [4.82, -1.89, 0.29], [4.33, -0.76, 0.92], [-5.15, -3.07, -0.30], [0.77, 2.62, 1.17], [1.92, 0.59, 2.20], [-6.10, -2.67, -0.64], [3.05, 1.74, -1.06], [-3.05, -4.06, 1.41], [-0.92, -1.44, 0.76], [5.81, -2.27, 0.51], [0.89, 4.82, -0.29], [-1.39, -3.69, 0.93], [0.27, 2.12, 2.00], [-5.31, -3.57, 0.65], [-4.80, -3.81, -1.02], [2.01, 3.72, -2.23], [0.91, 2.34, -2.09], [-5.47, -0.43, -0.77], [4.95, -0.24, 1.64], [-2.55, -4.30, -0.26], [-3.84, 1.39, -0.54], [3.35, 1.53, 1.75], [2.15, -2.62, -1.66], [-0.37, 4.31, -1.45], [1.31, 3.49, 1.58], [1.29, -0.58, -0.53], [3.03, 3.21, -0.06], [-0.41, 0.73, 0.63]],
  "mulliken_charge": [-0.334, -0.679, 0.117, 0.242, 0.916, 0.676, -0.553, 0.309, -1.167, -1.675, 1.086, -1.012, 0.029, -1.103, 0.330, 0.671, -0.537, 0.516, -0.781, -0.828, -0.698, -0.646, -0.674, -1.465, -1.499, 0.351, 0.370, 0.410, 0.327, 0.358, 0.437, 0.382, 0.386, 0.483, 0.322, 0.318, 0.449, 0.249, 0.310, 0.385, 0.345, 0.487, 0.336, 0.491, 0.410, 0.282, 0.561, 0.334, -0.025]
}

=====

Record 2
{
  "formula": "C20H24FN3O3",
  "method": "ωB97M-V with the def2-TZVPD basis set",
  "lumo_ev": 0.61,
  "homo_lumo_gap_ev": 9.75,
  "homo_ev": -9.1,
  "smiles": "CCc1cc(CNC(=O)[C@@H]2CCC(=O)N(CCc3cccc(F)c3)C2)on1",
  "fmax_ev_per_a": 1.280,
  "elements": ["F", "O", "O", "O", "N", "N", "N", "C", "C", "C", "C", "C", "C", "C", "C", "C", "C", "C", "C", "C", "C", "C", "C", "C", "C", "C", "C", "H", "H", "H", "H", "H", "H", "H", "H", "H", "H", "H", "H", "H", "H", "H", "H", "H", "H", "H", "H", "H", "H", "H", "H"],
  "coordinates": [[-0.40, 2.87, 2.91], [3.26, 0.66, 1.23], [-0.20, -2.75, 1.60], [-5.16, -0.32, -0.87], [0.39, -0.62, 2.02], [-2.91, -0.39, -0.99], [3.95, 0.83, 0.08], [0.88, 2.69, 0.94], [-4.00, -2.05, 0.35], [1.77, -0.92, 2.35], [-1.70, -0.97, -0.45], [4.44, -0.41, -1.97], [-2.98, -1.90, 1.49], [-2.85, 0.70, -1.93], [-1.53, 2.50, 0.88], [-2.77, 2.09, -1.27], [2.66, -0.55, 1.22], [-1.50, 2.30, -0.49], [2.96, -1.18, 0.04], [-4.11, -0.83, -0.54], [-0.47, -1.57, 1.60], [-0.35, 2.69, 1.57], [-0.26, 2.31, -1.14], [0.91, 2.50, -0.43], [5.57, -1.44, -1.89], [-1.79, -1.02, 1.08], [3.79, -0.25, -0.64], [-3.71, -2.88, -0.29], [-2.84, 2.84, -2.05], [-1.94, 0.01, 1.44], [2.65, -2.15, -0.28], [-1.55, -1.99, -0.83], [4.83, 0.55, -2.29], [3.70, -0.75, -2.70], [6.04, -1.55, -2.87], [0.15, 0.36, 1.93], [1.79, 2.85, 1.51], [-2.00, 0.54, -2.60], [-2.47, 2.52, 1.42], [-3.63, 2.20, -0.61], [-4.99, -2.27, 0.75], [1.86, 2.50, -0.94], [-3.77, 0.66, -2.51], [5.20, -2.41, -1.57], [-2.60, -2.88, 1.77], [-0.85, -0.36, -0.76], [2.06, -0.38, 3.25], [-3.46, -1.46, 2.37], [1.82, -2.00, 2.53], [-0.22, 2.17, -2.21], [6.33, -1.11, -1.18]],
  "mulliken_charge": [-0.418, -0.132, -0.702, -0.682, -0.042, 0.269, -0.650, -0.468, -0.882, -1.214, -1.437, -0.553, -0.883, -1.073, -0.345, -1.265, 0.552, 0.718, -0.422, 0.796, -0.206, 0.095, -0.525, -0.354, -1.181, 1.729, 0.592, 0.376, 0.425, -0.090, 0.538, 0.378, 0.275, 0.304, 0.361, 0.011, 0.479, 0.489, 0.361, 0.409, 0.337, 0.528, 0.500, 0.321, 0.306, 0.400, 0.376, 0.345, 0.475, 0.443, 0.334]
}

=====

Record 3
{
  "formula": "C20H24FNOP2Pm",
  "method": "ωB97M-V with the def2-TZVPD basis set",
  "lumo_ev": [-5.03, -4.94],
  "total_charge": 1,
  "spin_multiplicity": 5,
  "homo_lumo_gap_ev": [5.19, 5.28],
  "homo_ev": [-10.2, -10.2],
  "fmax_ev_per_a": 8.205,
  "elements": ["Pm", "P", "P", "F", "O", "N", "C", "C", "C", "C", "C", "C", "C", "C", "C", "C", "C", "C", "C", "C", "C", "C", "C", "C", "C", "C", "H", "H", "H", "H", "H", "H", "H", "H", "H", "H", "H", "H", "H", "H", "H", "H", "H", "H", "H", "H", "H", "H", "H", "H"],
  "coordinates": [[0.79, 0.88, 1.11], [-1.79, 0.72, -0.70], [0.31, -1.78, -0.47], [2.69, 1.23, 1.85], [-1.29, -0.76, 2.95], [0.16, -0.21, -3.73], [2.60, 0.40, -3.49], [0.49, 3.55, -3.65], [4.08, -1.48, -3.03], [1.49, -0.54, -3.43], [0.55, -2.54, -2.21], [-0.09, 1.14, -3.66], [-2.38, 2.42, -0.34], [3.89, -0.07, -3.10], [-2.29, 0.58, -2.54], [-3.27, -0.19, -0.05], [-1.45, 1.53, -3.36], [-0.75, -0.30, 2.04], [-1.11, -2.88, -0.02], [2.33, 1.79, -3.68], [1.70, -1.85, -2.91], [3.00, -2.36, -2.93], [0.94, 2.18, -3.74], [-1.84, 2.83, -3.72], [1.65, -2.69, 0.42], [-0.87, 3.82, -3.85], [0.78, -3.61, -2.07], [-2.31, 2.62, 0.74], [1.26, 4.34, -3.53], [-3.15, -0.37, 1.04], [2.92, 2.46, -2.98], [2.63, -2.32, 0.08], [-1.87, -2.84, -0.81], [-2.94, 3.05, -3.76], [1.57, -3.77, 0.22], [-0.74, -3.92, 0.09], [-1.19, 4.84, -4.13], [-3.43, 2.52, -0.66], [-2.14, -0.47, -2.83], [-3.35, 0.86, -2.62], [1.55, -2.51, 1.50], [-0.40, -2.41, -2.75], [-1.76, 3.16, -0.89], [3.14, -3.43, -2.76], [5.08, -1.86, -3.05], [-3.38, -1.16, -0.57], [4.68, 0.64, -2.96], [-1.55, -2.55, 0.94], [-4.17, 0.43, -0.22], [1.38, 1.42, -0.22]],
  "lowdin_spin": [4.019, -0.001, -0.008, -0.012, 0.022, 0.002, 0.000, 0.000, 0.000, 0.000, -0.002, 0.000, 0.001, -0.001, 0.001, -0.001, 0.000, 0.011, -0.001, -0.002, 0.000, 0.000, 0.000, 0.000, 0.001, 0.000, 0.000, 0.000, 0.000, 0.000, 0.000, 0.000, 0.000, 0.000, 0.000, 0.000, 0.000, 0.000, 0.000, 0.000, 0.000, 0.000, 0.000, 0.000, 0.000, 0.000, 0.000, 0.000, 0.000, -0.027]
}

=====

Quick rundown of energy above the lowest of the compared OMol25 structures with the same formula, charge and spin, same order as above: 0.0; 31.4; 86.2 kcal per mole